The following is a quantum chemistry calculation of C2HFOZn as an isolated structure in a non-equilibrium geometry, from the Open Molecules 2025 dataset.

The geometry in XYZ format:
```
6
Properties=species:S:1:pos:R:3:forces:R:3
Zn -3.0392 0.7300 -0.2083 -0.638 0.088 -0.180
F 1.2624 -1.9387 -0.1386 -0.264 0.162 -0.567
O -1.1408 0.3979 0.3495 0.071 0.494 0.248
C -0.1540 -0.1186 -0.0345 0.139 -1.376 -0.245
C 0.8295 -0.7766 -0.6274 1.028 1.778 1.201
H 1.5727 -0.0049 -0.9605 -0.336 -1.146 -0.456
```
Positions in Å, forces in eV/Å.

Net charge = +1
Multiplicity = 2
Kohn-Sham gap (spin up / spin down) = 0.3268 / 0.2612 Eh

***

The following is a quantum chemistry calculation of an isolated molecule of C3H4N4, from the Open Molecules 2025 dataset.

The geometry in XYZ format:
```
11
Properties=species:S:1:pos:R:3:forces:R:3
N -0.2840 -1.1142 -0.7682 0.015 0.403 -0.286
N -1.5783 -0.9387 -0.5043 -0.079 0.212 -0.120
N -1.1258 0.6886 1.1375 0.183 -0.250 -0.258
N 1.7923 -0.0122 -0.7684 0.234 -0.141 0.103
C -1.9451 0.0733 0.2636 -0.066 -0.118 0.005
C 0.1434 0.4627 0.8997 -0.008 -0.295 0.122
C 0.5489 -0.2171 -0.2635 -0.174 -0.207 0.070
H -2.9941 0.3508 0.2322 0.115 -0.172 0.246
H 2.2682 -0.7149 -1.3028 -0.113 0.009 -0.205
H 0.9179 0.5616 1.6501 -0.138 0.873 0.234
H 2.2566 0.8599 -0.5758 0.032 -0.314 0.089
```
Positions in Å, forces in eV/Å.

Net charge = 0
SMILES = Nc1cncnn1
ΔE to the lowest compared entry with this formula, charge and spin = 207.62 kJ/mol
Kohn-Sham gap = 0.3493 Eh

***

The following is a quantum chemistry calculation of a 2-piece molecular cluster, C4H11NO overall in a non-equilibrium geometry, from the Open Molecules 2025 dataset.

The geometry in XYZ format:
```
17
Properties=species:S:1:pos:R:3:forces:R:3
O 2.7458 1.3392 -0.5732 0.638 -0.746 -0.125
N -0.7789 -0.6802 -0.4978 -0.804 -0.421 0.694
C -2.2864 0.7513 1.0079 -0.689 -1.394 -1.340
C 1.4184 -1.5596 0.0955 -0.098 -0.348 -0.150
C 0.3011 -0.8386 0.3110 1.831 0.057 0.212
C -1.6486 0.5059 -0.3797 1.766 -0.366 0.352
H -1.0394 -1.4744 -1.0580 -0.162 0.273 -0.146
H -2.3918 -0.2516 1.4316 0.081 0.306 0.562
H 2.2077 2.0878 -0.3935 -0.598 1.164 0.156
H -2.3078 0.3904 -1.2317 -0.434 0.557 0.165
H -0.9284 1.3193 -0.5128 -0.516 0.362 -0.649
H 0.3762 -0.2590 1.2301 -0.492 0.523 -0.279
H -3.3040 1.1032 0.8456 0.038 0.378 0.271
H 2.3158 -1.3922 0.6750 -0.314 -0.210 0.592
H 1.5489 -2.3219 -0.6627 -0.233 0.268 -0.379
H 2.2309 0.6088 -0.2152 -0.012 -0.365 -0.148
H -1.7063 1.4328 1.6136 -0.003 -0.039 0.211
```
Positions in Å, forces in eV/Å.

Net charge = 0
SMILES = C=CNCC.O
ΔE to the lowest compared entry with this formula, charge and spin = 183.24 kJ/mol
Kohn-Sham gap = 0.3290 Eh